Record 1
Here is 2 unconnected molecules or ions with the total composition C4H11NS at a distorted geometry from the OMol25 dataset. Energies are from ωB97M-V/def2-TZVPD.

As for the expectation value of S²: 0.75. Its HOMO energy (spin up / spin down) is -11.721 / -11.542 eV. The orbital gap (spin up / spin down) is 8.762 / 3.308 eV. For the energy above the lowest of the compared OMol25 structures with the same formula, charge and spin, the calculation gives 20.5 kcal per mole. The value obtained for the electronic energy is -611.59568 hartree.

Structure (ORCA input):
```
! RIJCOSX wB97M-V def2-TZVPD def2/J DEFGRID3
* xyz 1 2
C 2.32971 0.89124 0.16389
S 2.15857 0.82127 1.91152
C 0.46395 1.23668 2.22710
H 1.82542 1.73569 -0.30079
H 1.88813 -0.04625 -0.20707
H 3.37878 0.84164 -0.11638
H 0.32876 1.16186 3.29339
H 0.25097 2.16918 1.69800
H -0.19127 0.51189 1.71388
C -1.75958 -1.17716 -0.13790
C -1.73289 -0.74794 -1.39670
N -0.95001 -1.34864 -2.36184
H -1.32981 -2.13273 0.12123
H -2.12570 -0.56431 0.66448
H -2.30009 0.13221 -1.66887
H -1.00661 -2.35956 -2.29188
H -1.22832 -1.12506 -3.31204
*
```

***

Record 2
Here is a single C4H11NS2 molecule at a distorted geometry from the OMol25 dataset. Energies are from ωB97M-V/def2-TZVPD.

Its HOMO energy is -7.910 eV. The structure (SMILES) is CCSSCCN. The orbital gap is 8.617 eV. For the energy above the lowest of the compared OMol25 structures with the same formula, charge and spin, the calculation gives 19.4 kcal per mole. The value obtained for the electronic energy is -1010.10752 hartree.

Structure (ORCA input):
```
! RIJCOSX wB97M-V def2-TZVPD def2/J DEFGRID3
* xyz 0 1
N 1.78757 0.53689 -1.80837
C 2.02793 -0.24278 -0.58318
C 1.95551 0.60609 0.66856
S 0.37069 1.45319 0.87933
S -0.66788 -0.23832 1.58360
C -2.43060 -0.21033 1.11177
C -2.60085 -0.66971 -0.32793
H 2.61708 0.41141 -2.35514
H 1.59785 1.51310 -1.62836
H 3.00787 -0.74868 -0.63600
H 1.31491 -1.07615 -0.53730
H 2.75791 1.32130 0.88139
H 2.13899 0.03797 1.59059
H -2.97795 0.68318 1.42626
H -2.82112 -0.93949 1.83277
H -2.27192 -1.69643 -0.46130
H -3.68169 -0.65173 -0.51871
H -2.12431 -0.08951 -1.11799
*
```

***

Record 3
Here is a single C4H11NS2 molecule at a distorted geometry from the OMol25 dataset. Energies are from ωB97M-V/def2-TZVPD.

Its HOMO energy is -8.664 eV. The structure (SMILES) is CCNCCSS. The orbital gap is 9.187 eV. For the energy above the lowest of the compared OMol25 structures with the same formula, charge and spin, the calculation gives 34.7 kcal per mole. The value obtained for the electronic energy is -1010.08305 hartree.

Structure (ORCA input):
```
! RIJCOSX wB97M-V def2-TZVPD def2/J DEFGRID3
* xyz 0 1
S 4.30601 -0.24419 -0.08283
S 2.52583 -1.35631 -0.00542
C 1.57655 -0.66191 1.29588
C 0.66515 0.41354 0.65564
N -0.56614 -0.27697 0.21072
C -1.58634 0.67121 -0.26237
C -2.66199 -0.07790 -1.17452
H 3.98794 0.27574 -1.22518
H 0.83723 -1.48816 1.68715
H 2.13488 -0.30902 2.16676
H 0.36102 1.01891 1.52435
H 1.04432 1.12778 -0.07260
H -0.55389 -0.87044 -0.60749
H -1.26057 1.57703 -0.82962
H -2.08999 0.93752 0.72276
H -3.12807 -0.70484 -0.42688
H -3.47681 0.60114 -1.61195
H -2.11513 -0.63314 -1.96441
*
```

***

Record 4
Here is a single C4H11NS2 molecule at a distorted geometry from the OMol25 dataset. Energies are from ωB97M-V/def2-TZVPD.

Its HOMO energy is -8.515 eV. The structure (SMILES) is CSSC[C@H](C)N. The orbital gap is 9.431 eV. For the energy above the lowest of the compared OMol25 structures with the same formula, charge and spin, the calculation gives 10.7 kcal per mole. The value obtained for the electronic energy is -1010.12139 hartree.

Structure (ORCA input):
```
! RIJCOSX wB97M-V def2-TZVPD def2/J DEFGRID3
* xyz 0 1
N -1.70178 -1.13859 1.11297
C -1.45152 -0.48512 -0.15222
C -2.44156 0.57477 -0.72670
C -0.03221 0.12758 -0.07014
S 1.12823 -1.23248 0.45586
S 2.64617 -0.17049 1.32428
C 3.73798 0.40421 -0.06361
H -1.95595 -0.49524 1.89048
H -2.50934 -1.78655 1.00633
H -1.36212 -1.26886 -0.90846
H -2.76354 1.32541 0.00401
H -2.13734 1.04735 -1.66614
H -3.38321 0.01380 -0.91479
H 0.27480 0.59086 -0.96588
H -0.04513 0.87632 0.71186
H 3.23288 1.06863 -0.76696
H 4.19632 -0.37943 -0.62376
H 4.56730 0.92785 0.35287
*
```

***

Record 5
Here is 2 unconnected molecules or ions with the total composition C4H11NSi2 at a distorted geometry from the OMol25 dataset. Energies are from ωB97M-V/def2-TZVPD.

As for the expectation value of S²: 2.02. Its HOMO energy (spin up / spin down) is -5.635 / -9.877 eV. The orbital gap (spin up / spin down) is 6.513 / 7.320 eV. For the energy above the lowest of the compared OMol25 structures with the same formula, charge and spin, the calculation gives 45.2 kcal per mole. The value obtained for the electronic energy is -792.45660 hartree.

Structure (ORCA input):
```
! RIJCOSX wB97M-V def2-TZVPD def2/J DEFGRID3
* xyz 0 3
C -4.07165 0.89448 -0.53653
C 3.13073 1.60842 0.74315
C -3.04083 0.96797 0.12594
C 3.44579 0.37741 0.24624
N -2.13791 -0.03615 0.57769
Si 2.46068 -1.18341 -0.41631
Si -1.79663 -1.55133 0.19217
H -4.57329 1.78431 -0.88531
H -4.75273 0.03623 -0.54590
H 3.89874 2.28065 0.89300
H 2.25117 1.78160 1.22194
H -2.56641 1.99331 0.27080
H 4.54780 0.35004 -0.00077
H 3.35118 -2.28008 -1.13510
H 1.44705 -1.77546 0.65638
H 1.68564 -0.76118 -1.63886
H -1.01494 -2.15051 1.25792
H -2.26438 -2.33629 -1.02645
*
```

***

Record 6
Here is 3 unconnected molecules or ions with the total composition C4H11O2S at a distorted geometry from the OMol25 dataset. Energies are from ωB97M-V/def2-TZVPD.

Its HOMO energy is -3.415 eV. The orbital gap is 5.716 eV. For the energy above the lowest of the compared OMol25 structures with the same formula, charge and spin, the calculation gives 59.6 kcal per mole. The value obtained for the electronic energy is -707.60291 hartree.

Structure (ORCA input):
```
! RIJCOSX wB97M-V def2-TZVPD def2/J DEFGRID3
* xyz -1 1
C -2.45878 0.46909 0.38079
O -2.42104 -0.50105 -0.58286
C -1.19098 1.40182 0.28023
C 0.06724 0.57144 0.43868
C 1.37142 1.13531 -0.16485
S 2.82239 0.09702 -0.01192
H -2.49123 0.06087 1.41783
H -3.32401 1.14174 0.37396
H -1.29704 1.87349 -0.69732
H -1.25865 2.18053 1.07141
H 0.31199 0.31821 1.47414
H -0.08640 -0.38344 -0.03468
H 1.62628 2.12310 0.23882
H 1.21554 1.31007 -1.24388
H 1.77487 -1.18373 -1.00958
H -0.15700 -2.14220 -0.31857
H -1.57585 -1.84204 -0.44642
O -0.96308 -2.66504 -0.23761
*
```

***

Record 7
Here is a molecular structure, C4H11O2Tb at a distorted geometry from the OMol25 dataset. Energies are from ωB97M-V/def2-TZVPD.

As for the expectation value of S²: 15.81. Its HOMO energy (spin up / spin down) is -10.725 / -10.871 eV. The orbital gap (spin up / spin down) is 7.539 / 6.660 eV. For the energy above the lowest of the compared OMol25 structures with the same formula, charge and spin, the calculation gives 0.0 kcal per mole. The value obtained for the electronic energy is -1133.57705 hartree.

Structure (ORCA input):
```
! RIJCOSX wB97M-V def2-TZVPD def2/J DEFGRID3
* xyz 1 8
C -0.63082 2.86509 -1.53078
H -1.64890 2.43781 -1.46385
H -0.75222 3.85229 -1.04751
H -0.21974 3.09672 -2.52850
Tb 1.03083 1.52368 0.06793
O 0.11609 0.00036 -1.40650
H -0.44003 0.56955 -2.17471
C 1.02209 -0.95092 2.42113
O 0.45367 -0.55709 1.18456
C 0.12209 -1.63562 0.32114
C -0.64718 -1.05421 -0.83950
H 1.23289 -0.03963 2.99165
H 0.31228 -1.58040 2.97656
H 1.95557 -1.51046 2.25790
H -0.49977 -2.37103 0.85415
H 1.04075 -2.14336 -0.01559
H -1.61364 -0.66078 -0.48464
H -0.83399 -1.84200 -1.58344
*
```

***

Record 8
Here is 2 unconnected molecules or ions with the total composition C4H11O3 at a distorted geometry from the OMol25 dataset. Energies are from ωB97M-V/def2-TZVPD.

Its HOMO energy is -4.103 eV. The orbital gap is 8.236 eV. For the energy above the lowest of the compared OMol25 structures with the same formula, charge and spin, the calculation gives 21.7 kcal per mole. The value obtained for the electronic energy is -384.71905 hartree.

Structure (ORCA input):
```
! RIJCOSX wB97M-V def2-TZVPD def2/J DEFGRID3
* xyz -1 1
C -2.33728 0.42626 -0.10193
O -1.93327 1.77980 -0.50975
C -1.22199 -0.28616 0.65198
C 0.00540 -0.43225 -0.21316
C 1.21852 -1.11174 0.45254
O 0.50825 0.80083 -0.75603
H -2.50164 -0.21118 -1.00843
H -3.28992 0.39758 0.46091
H -0.96132 0.36820 1.54843
H -1.53250 -1.20002 1.18825
H -0.31751 -1.17277 -1.13325
H 2.16874 -1.07686 -0.14183
H 1.01912 -2.18191 0.63166
H 1.31944 -0.53607 1.48380
H -0.82488 1.56260 -0.59790
H 2.07841 0.89803 -0.64628
H 3.62146 0.61974 -0.71473
O 2.98097 1.35593 -0.59428
*
```